ORCA calculation (the ωB97M-V functional and the def2-TZVPD basis) on a cluster of 21 separate species, H43O21 in total.

Geometry (Å):
O 4.656 0.381 -0.762
H 5.555 0.086 -1.005
H 4.240 -0.201 -1.377
O 0.734 1.317 2.058
H 1.520 1.303 1.503
H 0.819 0.714 2.766
O -2.119 -2.264 2.396
H -2.593 -1.512 2.379
H -1.260 -2.306 2.248
O -2.218 -2.090 -1.608
H 3.218 0.366 -3.752
H -3.202 -1.409 -1.448
O -0.129 1.956 -3.637
H 0.062 2.855 -3.186
H -0.871 2.120 -4.211
O 3.572 -0.220 -3.083
H -1.495 -1.634 -1.110
H 4.495 -0.182 -3.360
O -0.980 -4.331 0.269
H -0.300 -5.037 0.459
H -1.792 -4.402 0.824
O 0.986 -2.464 -2.333
H 1.767 -2.050 -2.196
H 1.190 -3.420 -2.075
O 2.735 2.162 -3.430
H 1.919 1.752 -3.365
H 2.733 3.031 -3.167
O 3.370 -1.468 2.117
H 4.092 -1.736 2.868
H 2.586 -1.912 2.332
O -0.340 2.389 -0.820
H -0.734 3.213 -0.390
H 0.325 1.918 -0.429
O -2.452 1.302 -2.182
H -1.560 1.246 -2.449
H -2.425 2.216 -1.767
O -1.826 -0.496 4.205
H -2.284 -1.270 4.453
H -1.072 -0.621 4.730
O -1.825 1.369 1.965
H -0.893 1.559 1.821
H -1.628 1.456 2.941
O -4.844 0.279 0.987
H -3.847 0.537 0.987
H -5.270 0.322 1.789
O -1.082 -0.511 0.534
H -1.675 -2.147 -2.517
O 3.205 0.429 3.803
H 4.084 0.411 3.371
H 3.265 1.221 4.343
O 0.666 3.080 3.991
H -0.046 2.574 4.453
H 0.158 3.837 3.932
O -4.488 -0.517 -1.480
H -4.679 -0.253 -0.634
H -4.723 0.365 -1.986
O -1.439 -1.785 -4.003
H -1.693 -2.044 -4.877
H -0.502 -1.918 -3.918
O 2.373 0.546 0.046
H 3.051 0.313 0.754
H 2.862 1.306 -0.322
H -1.687 0.352 0.742
H -0.266 -0.090 0.810

For the HOMO energy, the calculation gives -12.8 eV. The calculation puts the LUMO energy at -2.3 eV. Its orbital gap is 10.5 eV. The net charge is +1.

ORCA calculation (the ωB97M-V functional and the def2-TZVPD basis) on a cluster of 9 separate species, C19H58N2O11 in total.

Geometry (Å):
C 2.429 -3.912 -4.908
O 3.220 -3.638 -3.761
C 2.580 -2.817 -2.797
C 3.301 -2.947 -1.371
N 2.719 -2.116 -0.361
C 3.625 -2.016 0.802
C 3.025 -1.183 1.903
O 3.766 -1.323 3.075
C 4.631 -0.251 3.183
H 3.005 -4.408 -5.577
H 1.994 -2.913 -5.513
H 1.508 -4.517 -4.642
H 1.667 -3.016 -2.597
H 2.595 -1.892 -3.396
H 4.237 -2.379 -1.510
H 3.491 -4.073 -0.881
H 1.824 -2.469 -0.236
H 4.473 -1.646 0.559
H 3.741 -3.057 1.075
H 2.111 -1.563 2.254
H 2.849 -0.103 1.756
H 4.965 -0.302 4.387
H 4.088 0.801 2.978
H 5.685 -0.388 2.595
C 1.011 2.365 1.218
O 0.560 1.182 0.612
C -0.545 0.568 1.231
C -0.150 -0.197 2.564
N -1.288 -0.604 3.278
C -1.536 0.354 4.385
C -2.759 0.007 5.258
O -2.792 1.036 6.181
C -4.107 1.531 6.456
H 1.585 2.209 2.130
H 0.348 3.028 1.162
H 1.758 2.858 0.500
H -1.041 -0.104 0.650
H -1.389 1.306 1.430
H 0.640 0.307 3.092
H 0.202 -1.056 1.955
H -1.189 -1.499 3.929
H -1.452 1.337 3.910
H -0.808 0.399 5.104
H -2.626 -1.051 5.608
H -3.608 0.163 4.371
H -4.227 2.243 7.207
H -4.680 0.561 7.021
H -4.798 2.049 5.622
C -0.453 -0.263 -1.423
O -1.595 0.296 -2.015
H 0.065 0.520 -0.997
H 0.194 -0.860 -2.224
H -0.698 -1.021 -0.615
H -2.466 0.060 -1.346
C -4.219 2.028 -0.508
O -3.807 0.688 -0.493
H -4.601 2.240 -1.383
H -3.407 2.836 -0.508
H -5.052 2.229 0.175
H -4.531 0.354 -0.067
C -0.309 4.145 -0.485
O 0.128 5.257 0.192
H -0.372 4.178 -1.642
H -1.400 3.928 -0.234
H 0.422 3.219 -0.323
H -0.674 5.805 0.549
C -3.920 -0.422 -4.117
O -2.801 -1.297 -3.997
H -4.383 -0.819 -5.082
H -3.567 0.553 -4.416
H -4.399 -0.299 -3.175
H -2.190 -0.877 -3.303
C -0.835 2.733 -4.086
O -0.636 3.623 -5.133
H -1.632 3.034 -3.304
H -0.080 2.375 -3.555
H -1.111 1.907 -4.677
H -0.864 3.086 -5.947
C -0.856 -3.904 -0.293
O 0.400 -4.070 0.332
H -1.383 -3.022 0.028
H -1.366 -4.754 -0.185
H -0.567 -3.934 -1.314
H 0.537 -4.948 0.681
C 2.994 1.815 -1.085
O 2.824 0.600 -1.834
H 2.941 1.556 -0.005
H 2.376 2.384 -1.527
H 3.818 2.281 -1.286
H 2.857 -0.136 -1.252

For the HOMO energy, the calculation gives -8.8 eV. The calculation puts the LUMO energy at 0.2 eV. Its orbital gap is 9.0 eV.

ORCA calculation (the ωB97M-V functional and the def2-TZVPD basis) on an isolated molecule of C24H26N4O3S.

Geometry (Å):
C -2.676 -2.388 1.680
C -3.693 -1.919 0.691
C -4.610 -2.777 0.097
C -5.491 -2.230 -0.832
C -6.515 -3.063 -1.532
N -5.457 -0.939 -1.135
C -4.547 -0.198 -0.510
N -4.467 1.123 -0.828
S -3.695 2.191 0.241
O -4.305 2.119 1.533
O -3.721 3.448 -0.443
C -2.041 1.540 0.300
C -1.356 1.318 -0.877
C -0.079 0.789 -0.840
C 0.512 0.497 0.389
N 1.796 -0.034 0.504
C 2.625 -0.495 -0.484
O 2.329 -0.515 -1.656
C 3.990 -0.985 0.004
C 4.975 0.145 -0.262
C 6.233 -0.072 -0.809
C 7.115 0.978 -0.999
C 6.756 2.267 -0.649
C 5.507 2.496 -0.099
C 4.629 1.445 0.096
C 4.086 -1.398 1.484
C 5.323 -2.293 1.505
C 5.217 -3.118 0.216
C 4.321 -2.301 -0.730
C -0.189 0.751 1.572
C -1.467 1.269 1.526
N -3.665 -0.628 0.382
H -1.748 -2.615 1.157
H -3.016 -3.282 2.195
H -2.474 -1.594 2.394
H -4.641 -3.826 0.343
H -6.029 -3.859 -2.094
H -7.183 -3.522 -0.805
H -7.090 -2.440 -2.210
H -5.171 1.488 -1.449
H -1.828 1.556 -1.817
H 0.465 0.595 -1.749
H 2.132 -0.109 1.453
H 6.547 -1.064 -1.090
H 8.089 0.785 -1.425
H 7.443 3.086 -0.803
H 5.212 3.497 0.179
H 3.660 1.652 0.526
H 3.210 -1.988 1.768
H 4.194 -0.548 2.159
H 6.219 -1.672 1.486
H 5.362 -2.919 2.396
H 4.761 -4.087 0.422
H 6.200 -3.305 -0.212
H 4.775 -2.114 -1.699
H 3.387 -2.832 -0.919
H 0.274 0.534 2.525
H -2.039 1.457 2.419

For the HOMO energy, the calculation gives -8.8 eV. The calculation puts the LUMO energy at 0.4 eV. Its orbital gap is 9.2 eV.

ORCA calculation (the ωB97M-V functional and the def2-TZVPD basis) on a structure of composition C30H43CeCl3NP.

Geometry (Å):
P -0.303 0.811 -0.881
C -1.946 0.247 -1.484
C -2.418 1.061 -2.679
C -3.866 0.682 -3.003
C -4.051 -0.829 -3.199
C -3.453 -1.662 -2.057
C -2.006 -1.263 -1.744
C 1.132 0.142 -1.806
C 1.016 0.506 -3.273
C 2.325 0.131 -3.967
C 2.715 -1.338 -3.742
C 2.670 -1.759 -2.266
C 1.360 -1.359 -1.585
C -0.248 2.652 -0.849
C -1.374 3.240 0.020
C -1.358 4.773 -0.042
C 0.006 5.367 0.333
C 1.163 4.721 -0.438
C 1.126 3.188 -0.425
H -2.604 0.452 -0.614
H -1.768 0.859 -3.542
H -2.358 2.140 -2.478
H -4.188 1.222 -3.896
H -4.506 1.015 -2.174
H -5.121 -1.056 -3.299
H -3.574 -1.125 -4.143
H -4.058 -1.525 -1.152
H -3.489 -2.726 -2.315
H -1.635 -1.827 -0.874
H -1.367 -1.514 -2.605
H 1.989 0.673 -1.351
H 3.124 0.775 -3.574
H 0.812 1.580 -3.404
H 0.178 -0.044 -3.725
H 2.238 0.340 -5.034
H 3.724 -1.514 -4.145
H 2.031 -1.978 -4.316
H 2.813 -2.841 -2.181
H 3.503 -1.282 -1.730
H 1.395 -1.602 -0.511
H 0.529 -1.932 -2.016
H -0.427 2.902 -1.909
H -2.364 2.873 -0.299
H -1.259 2.912 1.066
H -1.616 5.084 -1.062
H -2.134 5.172 0.623
H 0.173 5.240 1.410
H -0.003 6.446 0.138
H 2.120 5.061 -0.027
H 1.125 5.056 -1.483
H 1.915 2.804 -1.089
H 1.368 2.809 0.578
Ce -0.372 0.084 2.567
Cl 2.090 0.691 1.850
Cl -2.862 0.598 2.087
C -0.497 -1.948 1.687
H -1.574 -2.050 1.430
C 0.238 -3.183 1.585
C 1.668 -3.200 1.641
C 2.359 -4.404 1.627
C 1.666 -5.626 1.559
C 0.261 -5.621 1.481
C -0.446 -4.427 1.475
H 2.188 -2.238 1.716
H 3.451 -4.399 1.677
H -0.279 -6.570 1.429
H -1.538 -4.410 1.414
H 2.214 -6.568 1.565
Cl 1.716 2.611 7.243
C 1.343 1.106 6.526
C 1.533 -0.090 7.218
C 1.246 -1.294 6.580
C 0.724 -1.287 5.295
N 0.457 -0.106 4.692
C 0.834 1.090 5.231
H 1.909 -0.055 8.237
H 1.410 -2.256 7.068
H 0.496 -2.194 4.720
H 0.713 1.988 4.618

For the HOMO energy (alpha / beta), the calculation gives -2.5 / -3.1 eV. As for the expectation value of S²: 0.9834. The calculation puts the LUMO energy (alpha / beta) at 2.5 / 2.5 eV. The spin multiplicity is 2. Its orbital gap (alpha / beta) is 5.0 / 5.6 eV. The net charge is -1.

Ordered ΔE to the lowest compared entry with this formula, charge and spin results: 6.937 15.146 0.346 0.000; unit eV.